# C32H30BCl4N2O4RuS2

A molecular structure, C32H30BCl4N2O4RuS2 (the ωB97M-V functional and the def2-TZVPD basis, the Open Molecules 2025 dataset).

Positions of all 76 atoms, in Å:
Ru: -0.1280 -0.6682 0.4072
C: -0.5052 0.0082 -2.5625
N: -0.4234 0.9557 -1.4426
C: 0.7876 1.7876 -1.5337
C: 2.0211 1.1610 -0.8933
N: 1.8166 0.8797 0.5250
C: 1.4572 2.1031 1.2617
C: 2.9413 0.2399 1.1893
C: 4.2211 0.3371 0.7162
C: 5.3219 -0.1816 1.4423
C: 5.0772 -0.7512 2.7037
C: 3.8020 -0.8576 3.2015
C: 2.6669 -0.3781 2.4642
S: 1.1792 -1.4211 2.6118
C: -1.6220 1.7547 -1.3096
C: -1.9889 2.5986 -2.3544
C: -3.1082 3.4094 -2.2756
C: -3.8747 3.3722 -1.1153
C: -3.5155 2.5401 -0.0731
C: -2.3862 1.7034 -0.1318
S: -2.0221 0.6832 1.2452
H: -0.6157 0.5280 -3.5245
H: -1.3514 -0.6602 -2.4078
H: 0.4022 -0.5945 -2.5802
H: 0.5706 2.7425 -1.0569
H: 1.0239 2.0068 -2.5865
H: 2.8397 1.8859 -1.0391
H: 2.2929 0.2225 -1.3780
H: 2.1560 2.9150 1.0064
H: 1.5316 1.8964 2.3244
H: 0.4328 2.4080 1.0460
H: 4.4154 0.8406 -0.2237
H: 6.3201 -0.1407 1.0259
H: 5.9072 -1.1195 3.3014
H: 3.6378 -1.3235 4.1685
H: -1.3734 2.6187 -3.2473
H: -3.3760 4.0582 -3.1009
H: -4.7576 3.9953 -1.0234
H: -4.1105 2.5112 0.8317
Cl: 2.1864 -5.7170 -4.0125
C: 1.2042 -4.7502 -2.9480
C: -0.1260 -5.0652 -2.7541
Cl: -0.8396 -6.4322 -3.5609
C: -0.9039 -4.2648 -1.9000
Cl: -2.5903 -4.6211 -1.6544
C: -0.3757 -3.1661 -1.2284
O: -1.0815 -2.3967 -0.4498
C: 1.0206 -2.8420 -1.4152
O: 1.4934 -1.8171 -0.8004
C: 1.7631 -3.6453 -2.2901
Cl: 3.4287 -3.2101 -2.5414
C: -5.5880 2.6630 5.7280
C: -4.8860 1.4872 6.4222
C: -5.7467 0.2389 6.2239
C: -4.7969 1.7681 7.9283
C: -3.4804 1.3185 5.8386
C: -2.5648 2.3660 5.9553
C: -1.2773 2.3025 5.4217
C: -0.9303 1.1473 4.7635
O: 0.2391 0.8304 4.1382
B: 0.0260 -0.4404 3.5790
O: -1.2468 -0.9169 3.9451
C: -1.8257 0.0972 4.6439
C: -3.0966 0.1520 5.1671
H: -6.6003 2.7903 6.1234
H: -5.6529 2.4852 4.6534
H: -5.0427 3.5954 5.8788
H: -6.7345 0.4051 6.6611
H: -5.3047 -0.6331 6.7095
H: -5.8819 0.0106 5.1657
H: -5.7979 1.8946 8.3517
H: -4.2258 2.6744 8.1326
H: -4.3058 0.9401 8.4434
H: -2.8600 3.2742 6.4675
H: -0.5838 3.1285 5.5055
H: -3.7632 -0.6855 5.0241

Summary:
* F_max: 0.17 eV/A
* charge: -2
* Kohn-Sham gap (spin up / spin down): 2.71 / 5.36 eV
* 2S+1: 6
* LUMO energy (spin up / spin down): 0.136 / 0.136 Eh
* relative energy (zero: lowest compared OMol25 entry of this formula, charge and spin): 0.000 eV
* DFT total energy: -119863.187 eV
* highest occupied orbital energy (spin up / spin down): 0.037 / -0.061 Ha